This record from OMol25 describes a structure of composition C55H53N7OPtTe. The level of theory is ωB97M-V with the def2-TZVPD basis set.

The geometry in XYZ format:
```
118
C55H53N7OPtTe (ωB97M-V with the def2-TZVPD basis set)
Pt -2.042 -1.289 -0.049
Te 1.385 2.903 -1.168
O 0.192 -0.899 -0.326
N -3.227 -0.439 -1.611
N -1.818 0.521 1.372
N -1.168 -2.410 1.403
N -1.907 -4.369 -0.714
N -1.269 0.283 2.575
N -1.615 -3.192 -1.296
N 0.384 1.275 -0.853
C -1.357 -4.834 -2.799
C 5.568 2.712 -6.023
C -4.130 -1.836 2.064
C 2.460 0.128 -3.120
C 1.996 -0.921 3.810
C 3.947 1.536 -4.508
C -0.165 -1.904 2.224
C 3.060 1.472 -3.439
C -2.717 1.479 1.555
C -3.244 0.833 -5.095
C 3.150 -0.379 4.610
C -3.710 0.419 -3.829
C 4.865 2.394 -0.189
C -2.796 -0.033 -2.854
C -1.829 -4.118 2.999
C -1.914 0.783 -5.392
C -0.164 -0.606 2.753
C 2.241 0.035 0.308
C 2.544 3.237 0.598
C 4.606 2.704 -4.870
C -1.426 -0.083 -3.183
C -6.212 -0.924 0.466
C -6.474 -1.343 1.756
C 3.911 3.025 0.792
C 3.703 3.923 3.051
C 4.325 4.314 4.361
C 0.882 0.147 -0.353
C -5.490 -0.031 -2.297
C -2.739 1.890 2.893
C 1.740 3.756 1.634
C -5.087 0.416 -3.510
C -3.874 -7.302 2.684
C 3.446 3.856 -3.077
C 2.819 2.653 -2.721
C 4.341 3.853 -4.141
C -1.735 -5.381 -1.599
C -5.426 -1.785 2.555
C -1.798 1.100 3.512
C -1.686 -3.674 1.675
C 0.950 -2.693 2.537
C -1.004 0.311 -4.425
C -1.296 -3.458 -2.553
C 0.905 -0.126 3.502
C 1.989 -2.225 3.318
C 0.249 3.946 1.495
C -3.860 -1.466 0.750
C 3.241 5.156 -2.339
C 2.337 4.083 2.840
C -3.068 -6.079 2.343
C -4.909 -0.973 -0.033
C 4.459 3.389 2.024
C -2.175 -4.542 0.683
C -4.531 -0.467 -1.350
C -2.479 -5.290 3.327
C -2.900 -5.679 1.029
H 1.418 0.192 -2.822
H 4.272 5.395 4.502
H -3.324 1.803 0.725
H -0.249 3.031 1.164
H -3.966 1.180 -5.824
H -3.338 -2.166 2.717
H 3.859 5.203 -1.439
H 3.518 5.993 -2.976
H 5.076 2.383 -6.940
H 2.827 -2.879 3.530
H 5.371 4.018 4.408
H 4.831 4.781 -4.410
H 5.520 3.224 2.178
H -5.618 -2.087 3.577
H 2.299 0.740 1.137
H 0.003 4.742 0.788
H -1.858 -6.408 -1.306
H 5.579 3.131 -0.561
H -3.675 -7.629 3.703
H 0.877 0.904 3.843
H 2.532 -0.521 -3.991
H -0.732 -0.427 -2.429
H 2.370 -0.976 0.688
H -1.031 -2.659 -3.224
H 3.698 0.381 4.047
H 3.054 0.273 -0.378
H -7.482 -1.308 2.145
H -1.434 -3.490 3.788
H -1.475 1.044 4.537
H -3.365 2.637 3.348
H -1.141 -5.355 -3.715
H -0.182 4.219 2.456
H 2.207 5.326 -2.033
H -3.346 -6.274 0.241
H 5.439 1.616 0.317
H 2.996 -0.368 -2.310
H 6.399 2.030 -5.838
H 3.798 3.851 5.196
H 0.983 -3.699 2.139
H 0.046 0.260 -4.680
H -7.025 -0.545 -0.138
H -6.537 -0.072 -2.042
H -3.644 -8.131 2.013
H 4.134 0.630 -5.073
H 5.976 3.707 -6.194
H 4.379 1.946 -1.046
H 2.808 0.084 5.537
H -2.566 -5.574 4.368
H -5.805 0.754 -4.247
H 1.718 4.477 3.639
H -1.555 1.095 -6.363
H 3.851 -1.170 4.869
H -4.944 -7.101 2.603
```

Its net charge is +1. The spin multiplicity is 2. For the maximum force, the calculation gives 0.65 eV/A. The orbital gap (spin up / spin down) is 6.5 / 6.5 eV. The value obtained for the energy relative to the best compared isomer or geometry (same formula, charge and spin) is 0.00 kcal per mole.


This record from OMol25 describes a structure of composition C55H54BiN3O8S4. The level of theory is ωB97M-V with the def2-TZVPD basis set.

The geometry in XYZ format:
```
125
C55H54BiN3O8S4 (ωB97M-V with the def2-TZVPD basis set)
Bi 1.767 1.306 -0.950
S 0.359 2.029 1.097
S -1.068 -0.798 -2.465
S 1.162 3.957 3.157
S -2.463 1.225 -0.231
O 2.359 3.394 -0.714
O 2.401 -1.257 0.090
O -0.009 -1.223 1.998
O -2.521 2.509 -0.989
O 0.427 -0.707 -2.529
O 3.412 1.677 -2.825
O 0.232 2.265 -2.395
O 2.116 3.182 -3.901
N 3.503 -3.215 0.083
N 3.521 1.547 1.138
N 2.962 2.549 1.876
C 6.149 5.057 -0.781
C 4.015 3.362 6.818
C 2.706 4.835 3.574
C 4.481 1.860 0.331
C -3.758 -1.137 -0.967
C -3.350 -2.382 -5.387
C -3.042 -4.230 -7.071
C -2.537 -3.362 -5.949
C -1.620 -1.804 -3.839
C -6.858 -3.164 -3.039
C 4.694 3.219 -0.181
C 3.608 4.153 4.572
C -5.959 0.289 -1.988
C -1.701 -3.590 1.112
C -2.895 -1.593 -4.341
C 3.788 5.170 -1.277
C 5.263 2.890 6.435
C 4.386 -4.186 -0.560
C -4.472 2.365 5.382
C -3.730 2.750 1.675
C -2.760 -2.746 0.704
C -4.823 -1.848 -1.616
C 3.194 -3.424 1.496
C 1.718 2.755 1.991
C 5.046 5.739 -1.295
C 5.965 3.796 -0.249
C -4.179 2.998 2.964
C -4.777 -3.252 -1.823
C -3.826 0.228 -0.892
C -6.934 -1.815 -2.847
C -4.930 0.950 -1.393
C 3.458 -1.877 -1.973
C -4.026 2.052 3.976
C -5.919 -1.123 -2.140
C -1.246 -3.531 -5.444
C -1.842 -4.349 2.299
C -0.782 -2.757 -4.393
C -2.602 -1.930 -0.455
C -3.141 1.529 1.398
C -1.409 -1.956 -1.121
C 5.373 0.753 -0.144
C 4.861 3.682 4.197
C -2.969 0.568 2.385
C 3.181 2.561 -3.706
C -5.764 -3.889 -2.520
C 5.683 3.052 5.122
C -3.422 0.835 3.668
C -3.942 -2.702 1.488
C -0.518 -3.643 0.332
C 3.195 3.987 5.891
C -4.050 -3.447 2.627
C -0.367 -2.826 -0.746
C 3.088 -2.080 -0.526
C 3.579 3.901 -0.715
C -2.985 -4.278 3.041
H 2.320 -2.847 1.773
H 2.334 5.776 3.980
H -6.817 0.831 -2.368
H -0.016 -0.261 2.135
H 4.026 -3.110 2.130
H -4.754 -2.052 1.183
H -1.017 -4.976 2.617
H -5.459 2.829 5.383
H -3.779 3.064 5.854
H 3.680 3.243 7.842
H -4.953 -3.399 3.222
H 0.771 -1.356 1.441
H 2.997 -4.481 1.667
H 5.450 0.762 -1.234
H -0.460 2.797 -1.985
H 5.178 6.725 -1.726
H -4.645 3.951 3.192
H -0.594 -4.278 -5.884
H 4.549 -5.006 0.131
H -3.812 3.492 0.890
H 0.270 -4.330 0.619
H -3.940 -3.817 -1.434
H -4.925 2.030 -1.303
H 6.654 2.683 4.813
H -4.351 -2.226 -5.776
H -7.632 -3.681 -3.591
H 4.026 2.804 -4.366
H -3.284 0.091 4.445
H -4.511 1.465 5.995
H 5.189 3.807 3.172
H -2.234 -4.510 -7.748
H -7.768 -1.245 -3.243
H 6.376 0.905 0.264
H 3.221 5.030 2.635
H -3.474 -5.152 -6.673
H 6.812 3.249 0.154
H 4.315 -2.462 -2.292
H 2.213 4.341 6.188
H 7.136 5.502 -0.805
H 0.226 -2.873 -4.012
H -3.077 -4.854 3.953
H 3.663 -0.824 -2.165
H 2.594 -2.135 -2.590
H 0.885 2.808 -2.998
H -3.814 -3.722 -7.647
H 4.997 -0.204 0.215
H -3.527 -0.815 -3.922
H 2.931 5.677 -1.704
H -5.706 -4.958 -2.681
H 5.358 -3.757 -0.806
H 5.907 2.403 7.157
H -2.470 -0.370 2.158
H 0.547 -2.819 -1.326
H 3.942 -4.592 -1.468
```

For the maximum force, the calculation gives 0.70 eV/A. The orbital gap is 7.6 eV. The value obtained for the energy relative to the best compared isomer or geometry (same formula, charge and spin) is 12.09 kcal per mole.


This record from OMol25 describes a structure of composition C55H55AsCeCl4F3O7PSb in a non-equilibrium geometry. The level of theory is ωB97M-V with the def2-TZVPD basis set.

The geometry in XYZ format:
```
128
C55H55AsCeCl4F3O7PSb (ωB97M-V with the def2-TZVPD basis set)
Ce 0.343 -3.037 22.853
Sb 2.015 -4.840 26.021
As -0.924 0.025 22.713
Cl -3.995 -10.078 21.366
Cl 5.610 -0.597 17.651
Cl 0.657 -0.961 19.363
Cl 4.690 -2.299 22.818
P -3.602 -5.795 24.214
F -5.047 -5.006 26.203
F 0.387 -5.143 22.690
F -3.634 -6.668 26.639
O 1.894 -2.126 21.833
O -1.564 -3.312 21.431
O 1.256 -1.698 25.052
O 0.257 -3.859 20.374
O -3.065 -4.592 19.735
O -1.358 -3.287 24.312
O 0.338 -8.079 21.948
C -2.443 -8.090 20.599
C -3.760 -8.518 20.667
C 0.198 -8.761 28.277
C -0.043 -6.566 27.254
C 2.837 -2.289 27.842
C 2.076 -3.478 27.781
C -4.858 -7.726 20.294
C 4.093 -5.279 26.238
C -1.720 1.734 20.417
C 1.352 -6.549 27.016
C 1.276 -3.737 28.909
C -0.926 -3.684 20.425
C -4.832 -6.966 23.750
C -3.600 -0.078 19.524
C 2.342 -1.157 19.812
C 2.219 3.144 24.262
C -2.907 -0.345 20.667
C 2.749 -1.445 28.944
C -0.605 -7.688 27.881
C -2.632 -0.239 26.468
C 6.804 -5.660 26.565
C 4.599 -1.002 18.967
C -3.292 -5.903 19.963
C -2.168 -6.749 20.376
C -1.899 0.531 21.125
C 0.282 1.525 23.238
C 4.199 -1.696 21.235
C -1.947 -6.394 24.040
C -3.954 -4.296 23.254
C 1.945 -1.733 30.085
C 4.655 -5.008 27.494
C -0.109 2.492 24.113
C -3.838 0.396 26.390
C -1.826 -0.406 25.313
C -2.428 1.969 19.238
C 6.173 -5.968 25.327
C 1.232 -2.936 30.073
C -3.821 -5.442 26.019
C -4.536 -6.447 19.833
C 0.879 3.296 24.666
C 5.069 -1.435 20.219
C -2.145 0.254 24.150
C -3.335 0.990 24.115
C -5.591 -5.609 19.327
C 2.152 -7.626 27.452
C -4.184 1.048 25.190
C 2.849 -1.667 21.011
C 1.563 -8.746 28.076
C 2.545 2.305 23.232
C 3.243 -0.846 18.804
C -3.380 1.036 18.793
C 1.568 1.476 22.715
C 6.000 -5.285 27.644
C 4.808 -5.843 25.160
C -1.816 -4.158 19.250
H 4.283 -6.088 24.213
H 2.870 -0.466 17.919
H -4.892 -6.945 22.692
H 7.892 -5.820 26.785
H -1.412 -2.806 25.166
H -5.229 -4.983 18.488
H 0.516 -4.566 28.805
H -3.478 -3.481 23.773
H 0.648 4.043 25.389
H -0.276 -9.686 28.591
H 4.043 -4.601 28.326
H -6.487 -6.102 18.973
H 0.407 -7.203 22.313
H 6.815 -6.385 24.539
H 2.153 -9.537 28.435
H 1.283 -2.066 25.928
H -1.565 -6.390 23.056
H 3.270 -7.550 27.330
H 6.160 -1.628 20.332
H -2.129 2.857 18.773
H -1.144 2.619 24.340
H -3.078 -1.266 21.209
H -5.818 -8.146 20.330
H 1.061 -8.518 22.366
H -5.771 -6.610 24.074
H -5.052 -4.227 23.300
H -3.094 -4.782 26.407
H -1.199 -6.325 20.431
H -5.018 1.745 25.179
H 0.490 -3.124 30.860
H -1.421 -4.933 18.608
H -1.841 -7.293 24.647
H -0.947 -1.033 25.285
H 3.548 2.224 22.837
H -3.798 1.139 17.804
H -4.597 -7.992 24.097
H -2.034 -3.230 18.662
H -0.734 -5.772 26.979
H 3.621 -2.050 27.148
H 2.963 3.850 24.628
H -3.541 1.592 23.244
H 3.294 -0.543 28.909
H -5.933 -4.904 20.049
H -4.218 -0.828 19.176
H 2.120 -1.220 24.955
H -1.478 -5.563 24.627
H -4.477 0.464 27.263
H -3.398 -4.334 22.297
H 1.728 0.729 21.927
H 1.815 -0.904 30.806
H -2.459 -0.794 27.335
H -1.578 -8.676 20.911
H 6.486 -5.156 28.591
H -1.087 2.508 20.831
H -1.669 -7.798 27.967
```

Its net charge is +1. For the maximum force, the calculation gives 4.54 eV/A. The orbital gap is 6.4 eV.


Q: Which of these has the lowest maximum force?
A: C55H53N7OPtTe